9 unconnected molecules or ions with the total composition C48H106O27. Source: the OMol25 dataset; level of theory: wB97M-V/def2-TZVPD.

Last columns: bonded neighbours and bond lengths (Å).
Cartesian coordinates (Å):
1 O -1.72368 3.88364 -0.75587  C63 1.475, C156 1.411
2 H 2.68665 -6.57605 5.69690  C93 1.090
3 H 2.24736 -1.71291 4.97934  C163 1.090
4 H -4.31840 2.57796 -0.07990  C107 1.090
5 H 6.86565 1.72642 -5.77326  C173 1.090
6 H 5.63032 -2.32430 0.45809  C162 1.090
7 H -3.70142 -3.27389 1.94453  C22 1.090
8 C 0.17056 -0.26160 -1.07396  O59 1.416, H143 1.090, H144 1.090, C147 1.527
9 H -1.83925 3.60519 -2.84781  C156 1.090
10 C 2.63473 -2.00616 1.77261  H50 1.090, O66 1.406, H87 1.090, C125 1.606
11 O 2.07324 -5.06688 -2.64331  C114 1.464, C150 1.390
12 C -4.17909 -0.85716 -3.78350  O54 1.512, C79 1.481, H117 1.090, H132 1.090
13 H 0.67819 -3.09419 1.36769  C125 1.090
14 H 0.66208 1.86265 -0.49880  C147 1.090
15 H -0.33794 -8.46051 1.49105  C60 1.090
16 H 2.12452 1.77691 -2.89916  C43 1.090
17 H -0.41013 9.26881 4.48288  C62 1.090
18 H 3.00627 -5.47742 4.35177  C93 1.090
19 H -2.34649 9.25941 1.05034  C119 1.090
20 C 0.77551 -3.91371 -0.89212  H116 1.090, O127 1.407, C150 1.518, H166 1.090
21 O -0.02141 9.38015 2.39087  C62 1.492, C131 1.419
22 C -3.82179 -3.39868 0.86841  H7 1.090, H33 1.090, H110 1.090, O145 1.418
23 H 6.91637 1.89112 -2.72359  C94 1.090
24 H -1.29662 2.26844 -1.83697  C156 1.090
25 H 2.16743 0.55141 -4.05023  C43 1.090
26 H 2.14433 -4.06667 1.55286  C125 1.090
27 C -1.54770 -7.24424 0.16257  C60 1.523, H136 1.090, O153 1.398, H165 1.090
28 H 2.76199 -6.27078 -1.00223  C114 1.090
29 H -6.47327 3.73332 0.90914  C180 1.090
30 O 5.37056 1.37664 1.09155  C55 1.415, C81 1.331
31 H -2.47427 -3.94338 -1.15588  C123 1.090
32 C 3.46848 -3.32379 5.71487  H84 1.090, C163 1.520, O175 1.411, H181 1.090
33 H -3.16438 -2.59760 0.53049  C22 1.090
34 C 5.80473 0.08787 -4.59556  H73 1.090, O151 1.431, H160 1.090, C173 1.540
35 H 0.14030 -0.10573 -5.00646  C75 1.090
36 H 7.04734 -1.98943 -1.90310  C146 1.090
37 H -0.46238 7.39260 2.39911  C131 1.090
38 H -2.54346 -1.74819 3.29867  C80 1.090
39 H -0.07242 8.19628 0.82721  C131 1.090
40 O -7.23298 7.73278 -0.63103  C129 1.451, C130 1.424
41 H -3.47044 -6.71241 -1.23791  C149 1.090
42 H 3.41425 -1.26177 -2.70584  C112 1.090
43 C 1.85800 1.59069 -3.93953  H16 1.090, H25 1.090, O88 1.463, H137 1.090
44 H -1.03431 -0.79161 3.52221  C80 1.090
45 O -2.68647 -0.38626 0.89713  C164 1.221
46 O -4.40764 3.92374 1.54273  C107 1.421, C180 1.436
47 H -3.60732 4.96738 -0.52455  C63 1.090
48 H -0.44043 10.90483 3.77023  C62 1.090
49 H -8.65587 8.53179 -1.85481  C130 1.090
50 H 2.40336 -1.01791 1.37522  C10 1.090
51 H -1.72409 -2.02502 -3.29965  C115 1.090
52 C -0.08517 -2.12313 6.21939  O61 1.440, H109 1.090, H111 1.090, C140 1.515
53 H 0.34684 -8.18511 -0.01421  C60 1.090
54 O -3.71369 -2.23919 -3.38443  C12 1.512, C115 1.413
55 C 5.94992 0.65984 2.16575  O30 1.415, H89 1.090, C113 1.525, H158 1.090
56 C 0.12473 -6.14638 2.53656  H91 1.090, H138 1.090, O139 1.390, H152 1.090
57 H 5.26510 1.64152 3.98194  C113 1.090
58 H 4.41263 -3.35811 -2.84606  C174 1.090
59 O -0.98650 -0.91540 -0.58514  C8 1.416, C164 1.390
60 C -0.21033 -7.66041 0.76191  H15 1.090, C27 1.523, H53 1.090, O139 1.425
61 O 1.22757 -2.61847 6.54239  C52 1.440, C163 1.474
62 C -0.71595 9.86093 3.62036  H17 1.090, O21 1.492, H48 1.090, H99 1.090
63 C -2.53725 5.11165 -0.67365  O1 1.475, H47 1.090, H74 1.090, C170 1.512
64 O 3.31386 2.21562 0.58026  C81 1.257
65 C -1.76659 0.82913 -4.59856  O69 1.406, C75 1.532, H78 1.090, H86 1.090
66 O 4.02111 -2.23464 1.71663  C10 1.406, C162 1.407
67 H 3.21898 -6.83052 -2.53445  C114 1.090
68 H -2.99756 2.66550 -1.82232  C156 1.090
69 O -2.10214 0.39013 -3.30531  C65 1.406, C79 1.475
70 H 1.14756 0.59884 0.68806  C147 1.090
71 H -2.14917 -3.05664 5.79614  C140 1.090
72 H -2.81646 7.91243 2.12181  C119 1.090
73 H 5.92782 -0.68687 -5.35235  C34 1.090
74 H -2.55664 5.61120 -1.64224  C63 1.090
75 C -0.26806 0.89999 -4.90714  H35 1.090, C65 1.532, O88 1.441, H121 1.090
76 C -5.58369 6.62834 0.73112  H82 1.090, C129 1.509, H134 1.090, O148 1.422
77 H -5.67458 5.58894 3.19980  C104 1.090
78 H -2.22935 1.79597 -4.79650  C65 1.090
79 C -3.52339 0.18846 -2.96482  C12 1.481, O69 1.475, H168 1.090, H178 1.090
80 C -1.45395 -1.77613 3.31556  H38 1.090, H44 1.090, O83 1.436, H154 1.090
81 C 4.10980 1.67895 1.39131  O30 1.331, O64 1.257, O95 1.374
82 H -5.47019 5.81207 0.01774  C76 1.090
83 O -0.90017 -2.89207 4.02886  C80 1.436, C140 1.497
84 H 4.01127 -3.43461 4.77616  C32 1.090
85 H 5.19446 1.57119 -5.92984  C173 1.090
86 H -2.16597 0.16317 -5.36347  C65 1.090
87 H 2.28896 -1.84123 2.79308  C10 1.090
88 O 0.39757 1.63507 -3.86096  C43 1.463, C75 1.441
89 H 6.91092 1.09808 2.43505  C55 1.090
90 H 6.28109 3.45435 -2.50885  C94 1.090
91 H 0.87589 -5.66040 3.15919  C56 1.090
92 H -7.24755 4.78702 3.02929  C104 1.090
93 C 2.61356 -5.53986 5.36666  H2 1.090, H18 1.090, H120 1.090, O175 1.450
94 C 6.68027 2.79727 -3.28150  H23 1.090, H90 1.090, O133 1.407, H169 1.090
95 O 3.81797 1.27016 2.66991  C81 1.374, C113 1.345
96 H -6.08433 8.64253 0.86677  C129 1.090
97 H -7.12926 9.43456 -1.79960  C130 1.090
98 H -8.37110 9.52940 -0.49832  C130 1.090
99 H -1.80324 9.82042 3.68577  C62 1.090
100 H 4.33504 -3.33468 -0.04229  C162 1.090
101 H -0.91464 5.87421 0.58299  C170 1.090
102 H 4.31897 -2.73271 -4.49185  C174 1.090
103 H 1.62197 -3.21654 4.53477  C163 1.090
104 C -6.37761 5.15768 2.48715  H77 1.090, H92 1.090, O148 1.413, C180 1.583
105 O -0.86696 1.01033 0.44441  C147 1.417, C164 1.367
106 O -2.33623 7.32466 0.27208  C119 1.427, C170 1.406
107 C -3.92961 2.73549 0.92615  H4 1.090, O46 1.421, H141 1.090, H142 1.090
108 H -2.57353 -5.94929 -2.54117  C149 1.090
109 H -0.00695 -1.22528 5.60633  C52 1.090
110 H -4.85360 -3.19618 0.58126  C22 1.090
111 H -0.43617 -1.90340 7.22766  C52 1.090
112 C 4.43488 -1.19043 -3.08177  H42 1.090, H135 1.090, O151 1.431, C174 1.505
113 C 4.94033 0.86468 3.28974  C55 1.525, H57 1.090, O95 1.345, H118 1.090
114 C 2.38348 -6.35472 -2.02096  O11 1.464, H28 1.090, H67 1.090, H159 1.090
115 C -2.43715 -2.68633 -3.79191  H51 1.090, O54 1.413, H155 1.090, H157 1.090
116 H -0.09595 -3.25908 -0.88110  C20 1.090
117 H -5.25825 -0.88652 -3.63301  C12 1.090
118 H 4.74339 0.00436 3.92940  C113 1.090
119 C -2.11942 8.23594 1.34878  H19 1.090, H72 1.090, O106 1.427, C131 1.548
120 H 1.53402 -5.38999 5.38181  C93 1.090
121 H 0.11018 1.29144 -5.85149  C75 1.090
122 H 6.97464 -3.73049 -2.00752  C146 1.090
123 C -3.23986 -4.68033 -0.91326  H31 1.090, O145 1.399, C149 1.538, H161 1.090
124 H -6.00011 2.97233 2.38642  C180 1.090
125 C 1.73505 -3.15917 1.10898  C10 1.606, H13 1.090, H26 1.090, O127 1.447
126 H 0.75733 -3.57296 -3.00933  C150 1.090
127 O 1.87735 -3.24405 -0.32860  C20 1.407, C125 1.447
128 H 0.00761 -5.02160 -2.49677  C150 1.090
129 C -5.96906 7.92190 0.05714  O40 1.451, C76 1.509, H96 1.090, H167 1.090
130 C -7.85367 8.87926 -1.20378  O40 1.424, H49 1.090, H97 1.090, H98 1.090
131 C -0.62809 8.26183 1.76264  O21 1.419, H37 1.090, H39 1.090, C119 1.548
132 H -4.16065 -0.79931 -4.87181  C12 1.090
133 O 5.68251 2.51819 -4.23334  C94 1.407, C173 1.419
134 H -4.53651 6.71688 1.02038  C76 1.090
135 H 5.06005 -0.85415 -2.25463  C112 1.090
136 H -2.12199 -6.77755 0.96287  C27 1.090
137 H 2.40447 2.24112 -4.62247  C43 1.090
138 H -0.11591 -6.94857 3.23419  C56 1.090
139 O 0.61900 -6.65675 1.34202  C56 1.390, C60 1.425
140 C -1.09960 -2.99486 5.50859  C52 1.515, H71 1.090, O83 1.497, H171 1.090
141 H -4.15575 1.90656 1.59685  C107 1.090
142 H -2.85270 2.87686 1.01774  C107 1.090
143 H -0.16211 0.08073 -2.05388  C8 1.090
144 H 0.98206 -0.98779 -1.12119  C8 1.090
145 O -3.35467 -4.68003 0.48109  C22 1.418, C123 1.399
146 C 7.08322 -2.82412 -2.60317  H36 1.090, H122 1.090, O172 1.427, H179 1.090
147 C 0.43802 0.87684 -0.09128  C8 1.527, H14 1.090, H70 1.090, O105 1.417
148 O -6.58995 6.29733 1.68004  C76 1.422, C104 1.413
149 C -2.67294 -6.00242 -1.45702  H41 1.090, H108 1.090, C123 1.538, O153 1.461
150 C 0.89209 -4.40877 -2.32277  O11 1.390, C20 1.518, H126 1.090, H128 1.090
151 O 4.49541 -0.16027 -4.07342  C34 1.431, C112 1.431
152 H -0.67834 -5.41612 2.43708  C56 1.090
153 O -1.37130 -6.33188 -0.88165  C27 1.398, C149 1.461
154 H -1.20102 -2.02133 2.28406  C80 1.090
155 H -2.31674 -2.57826 -4.86983  C115 1.090
156 C -2.00015 3.09890 -1.89603  O1 1.411, H9 1.090, H24 1.090, H68 1.090
157 H -2.20921 -3.68652 -3.42346  C115 1.090
158 H 6.08965 -0.39355 1.92294  C55 1.090
159 H 1.52809 -7.02948 -1.98810  C114 1.090
160 H 6.52044 -0.02731 -3.78156  C34 1.090
161 H -4.28430 -4.53603 -1.18973  C123 1.090
162 C 4.54200 -2.36766 0.41612  H6 1.090, O66 1.407, H100 1.090, H176 1.090
163 C 2.11561 -2.72152 5.37106  H3 1.090, C32 1.520, O61 1.474, H103 1.090
164 C -1.60413 -0.13945 0.38899  O45 1.221, O59 1.390, O105 1.367
165 H -2.08862 -8.14838 -0.11680  C27 1.090
166 H 0.46613 -4.74875 -0.26356  C20 1.090
167 H -5.18665 8.25829 -0.62314  C129 1.090
168 H -3.72692 -0.11191 -1.93698  C79 1.090
169 H 7.57507 3.15686 -3.78957  C94 1.090
170 C -1.99105 5.97243 0.44235  C63 1.512, H101 1.090, O106 1.406, H177 1.090
171 H -0.85402 -4.03308 5.73194  C140 1.090
172 O 6.18059 -2.90656 -3.70470  C146 1.427, C174 1.441
173 C 5.98055 1.50230 -5.17789  H5 1.090, C34 1.540, H85 1.090, O133 1.419
174 C 4.78814 -2.58709 -3.51883  H58 1.090, H102 1.090, C112 1.505, O172 1.441
175 O 3.29640 -4.61701 6.25286  C32 1.411, C93 1.450
176 H 4.20323 -1.64731 -0.32849  C162 1.090
177 H -2.31537 5.51499 1.37705  C170 1.090
178 H -4.07748 1.09975 -3.18986  C79 1.090
179 H 8.04881 -2.68265 -3.08868  C146 1.090
180 C -5.82333 3.85744 1.77533  H29 1.090, O46 1.436, C104 1.583, H124 1.090
181 H 4.02829 -2.62482 6.33628  C32 1.090

Output
**HOMO energy**: -0.3392 hartree
**Total charge**: 0
**Lowest unoccupied orbital energy**: 0.468 eV
**Multiplicity**: 1
**SMILES**: COCCOCCOC.COCCOCCOC.COCCOCCOC.COCCOCCOC.COCCOCCOC.COCCOCCOC.COCCOCCOC.O=C1OCCO1.O=C1OCCO1

Results of the Mulliken charge analysis, in e, for atoms 1 through 4: O -0.0402; H 0.3331; H 0.6298; H 0.2587